Here is C28H66F3InN5O10 as an isolated structure at a distorted geometry from the Open Molecules 2025 dataset. Energies are from ωB97M-V with the def2-TZVPD basis set.

Each line ends with the Löwdin charge.
CARTESIAN COORDINATES (ANGSTROEM)
O1 -0.017 -2.223 1.476  0.14
C1 0.233 -1.080 1.314  -0.60
F1 0.968 -0.774 0.227  0.07
N1 -0.223 -0.064 2.160  0.04
In1 -1.538 1.349 1.108  0.62
C2 -3.569 1.094 2.017  -0.28
C3 -4.293 -0.117 1.490  -0.33
F2 -3.410 -1.062 0.973  -0.12
C4 0.720 0.584 2.899  -0.66
O2 0.483 1.105 3.938  0.10
F3 1.986 0.641 2.461  0.10
H1 -1.499 1.160 -0.653  -0.09
H2 -0.990 2.967 1.544  -0.06
H3 -4.199 1.960 1.862  0.02
H4 -3.402 0.981 3.078  0.02
H5 -4.807 -0.612 2.304  0.10
H6 -5.007 0.176 0.734  0.10
C5 -8.301 -3.653 -3.997  -0.12
O3 -7.982 -4.786 -3.214  -0.20
C6 -6.671 -5.294 -3.434  -0.22
C7 -5.775 -5.051 -2.238  -0.22
N2 -5.456 -3.639 -2.089  -0.05
C8 -4.809 -3.293 -0.819  -0.19
C9 -5.588 -3.529 0.468  -0.22
O4 -6.721 -2.688 0.634  -0.18
C10 -7.902 -3.131 0.001  -0.11
H7 -9.367 -3.462 -3.879  0.09
H8 -7.755 -2.764 -3.665  0.08
H9 -8.093 -3.832 -5.056  0.09
H10 -6.229 -4.883 -4.346  0.12
H11 -6.774 -6.375 -3.570  0.12
H12 -4.847 -5.616 -2.369  0.12
H13 -6.295 -5.450 -1.355  0.10
H14 -6.309 -3.103 -2.166  0.06
H15 -4.568 -2.231 -0.865  0.11
H16 -3.857 -3.827 -0.755  0.13
H17 -4.920 -3.278 1.293  0.12
H18 -5.870 -4.580 0.610  0.11
H19 -7.967 -4.222 -0.033  0.09
H20 -7.986 -2.725 -1.012  0.07
H21 -8.749 -2.751 0.575  0.08
C11 -3.027 9.666 0.672  -0.12
O5 -4.130 8.905 0.226  -0.19
C12 -4.222 8.785 -1.188  -0.22
C13 -3.922 7.373 -1.645  -0.22
N3 -2.514 7.045 -1.475  -0.05
C14 -2.197 5.626 -1.654  -0.19
C15 -2.818 4.619 -0.692  -0.23
O6 -2.345 4.711 0.635  -0.26
C16 -2.991 5.669 1.444  -0.10
H22 -3.155 9.835 1.740  0.09
H23 -2.081 9.135 0.522  0.08
H24 -2.983 10.636 0.167  0.08
H25 -3.577 9.508 -1.695  0.12
H26 -5.258 9.017 -1.454  0.12
H27 -4.186 7.279 -2.703  0.12
H28 -4.571 6.699 -1.071  0.11
H29 -2.225 7.318 -0.546  0.07
H30 -1.113 5.532 -1.567  0.12
H31 -2.458 5.341 -2.678  0.12
H32 -2.519 3.624 -1.032  0.09
H33 -3.916 4.630 -0.713  0.11
H34 -4.044 5.796 1.178  0.09
H35 -2.478 6.637 1.402  0.07
H36 -2.932 5.317 2.476  0.09
C17 2.167 -4.816 -3.912  -0.13
O7 2.712 -3.619 -3.403  -0.19
C18 2.071 -3.148 -2.214  -0.20
C19 2.978 -3.281 -1.013  -0.20
N4 3.172 -4.685 -0.644  -0.04
C20 4.227 -4.926 0.331  -0.20
C21 5.659 -4.579 -0.067  -0.23
O8 6.199 -5.397 -1.093  -0.18
C22 5.877 -4.994 -2.411  -0.10
H37 2.603 -4.985 -4.896  0.08
H38 2.411 -5.676 -3.277  0.07
H39 1.080 -4.744 -4.019  0.09
H40 1.116 -3.653 -2.045  0.13
H41 1.865 -2.087 -2.368  0.12
H42 2.529 -2.745 -0.174  0.11
H43 3.929 -2.792 -1.266  0.11
H44 3.394 -5.217 -1.474  0.06
H45 4.208 -5.994 0.564  0.12
H46 3.975 -4.397 1.255  0.12
H47 6.290 -4.762 0.808  0.12
H48 5.785 -3.524 -0.318  0.10
H49 5.773 -3.910 -2.497  0.09
H50 4.962 -5.481 -2.761  0.07
H51 6.689 -5.318 -3.064  0.08
C23 9.041 3.084 3.036  -0.12
O9 9.007 1.745 3.486  -0.20
C24 8.049 1.500 4.510  -0.22
C25 6.902 0.651 4.003  -0.22
N5 6.065 1.390 3.070  -0.04
C26 5.093 0.567 2.347  -0.20
C27 5.624 -0.519 1.435  -0.22
O10 6.311 -0.057 0.283  -0.18
C28 7.678 0.248 0.477  -0.11
H52 9.914 3.193 2.393  0.09
H53 8.151 3.338 2.451  0.08
H54 9.135 3.782 3.874  0.09
H55 7.684 2.432 4.949  0.12
H56 8.567 0.941 5.295  0.12
H57 6.294 0.331 4.854  0.12
H58 7.340 -0.245 3.540  0.10
H59 6.658 1.850 2.393  0.07
H60 4.494 1.248 1.741  0.12
H61 4.413 0.112 3.070  0.12
H62 4.758 -1.059 1.052  0.12
H63 6.232 -1.254 1.971  0.11
H64 8.140 -0.391 1.233  0.09
H65 7.814 1.299 0.748  0.07
H66 8.191 0.089 -0.473  0.09

Atomic forces in eV per Å
O -0.168 -1.033 -0.076
C -0.505 -0.142 1.026
F 0.286 0.910 -0.220
N 1.653 -0.436 -1.392
In -1.153 1.342 -0.299
C 0.453 -0.544 -0.412
C 0.031 0.804 0.962
F 0.287 -0.474 -0.442
C -1.561 0.020 0.669
O 0.051 0.737 0.928
F 0.748 -0.555 -0.876
H 0.103 -0.296 0.204
H 0.377 -0.539 0.194
H 0.017 0.469 -0.078
H 0.105 0.092 0.406
H -0.375 -0.406 0.038
H -0.161 -0.231 -0.507
C -0.054 -0.054 0.150
O 0.018 0.169 -0.196
C 0.035 -0.380 0.183
C -0.144 0.292 0.035
N -0.001 -0.182 0.091
C -0.109 0.180 -0.252
C 0.271 0.043 0.253
O -0.097 -0.185 -0.074
C 0.019 0.269 0.103
H -0.010 -0.037 0.028
H 0.041 0.030 -0.128
H 0.030 0.048 -0.015
H -0.024 0.132 0.022
H 0.011 0.000 -0.047
H 0.019 0.002 0.032
H 0.038 -0.180 -0.038
H -0.024 0.034 -0.014
H 0.094 0.000 0.075
H -0.006 -0.029 0.024
H 0.030 0.047 -0.020
H -0.124 0.004 -0.123
H 0.034 -0.023 -0.072
H -0.060 -0.155 -0.070
H 0.022 -0.006 0.034
C -0.082 -0.122 0.067
O 0.186 0.179 -0.019
C -0.367 -0.156 -0.094
C 0.209 -0.022 0.230
N -0.105 -0.031 -0.057
C 0.141 0.153 0.022
C 0.087 -0.329 -0.096
O -0.381 0.464 -0.186
C 0.238 -0.143 0.147
H -0.040 -0.026 0.006
H 0.059 0.105 -0.054
H 0.052 0.001 -0.017
H 0.112 -0.022 0.066
H 0.011 0.038 -0.030
H 0.003 -0.033 -0.008
H -0.143 0.033 -0.091
H 0.001 -0.006 0.047
H 0.009 -0.069 -0.021
H -0.055 0.001 0.006
H 0.022 -0.002 -0.010
H -0.017 0.146 0.039
H -0.002 0.054 -0.053
H -0.153 0.094 -0.013
H 0.003 -0.052 -0.024
C 0.141 0.107 -0.016
O -0.143 -0.232 -0.009
C 0.098 0.411 0.062
C 0.153 -0.344 0.012
N 0.054 0.136 -0.093
C -0.134 -0.095 -0.085
C 0.161 -0.142 0.396
O -0.067 0.118 -0.091
C 0.129 -0.233 0.002
H 0.022 0.031 -0.003
H -0.139 -0.051 -0.003
H -0.019 -0.061 0.028
H 0.039 -0.113 -0.012
H -0.059 -0.002 0.014
H -0.007 -0.040 0.028
H -0.038 0.151 0.017
H -0.073 0.015 -0.061
H 0.028 -0.001 0.066
H 0.050 0.063 -0.025
H -0.004 -0.006 -0.012
H -0.089 0.173 -0.152
H -0.089 0.006 0.023
H -0.054 0.149 -0.070
H 0.033 0.008 0.043
C 0.040 -0.144 -0.073
O -0.042 0.253 0.001
C 0.074 -0.375 0.169
C 0.008 0.156 -0.265
N 0.084 -0.166 0.045
C 0.023 0.446 0.077
C -0.233 -0.273 -0.185
O 0.169 -0.041 0.112
C -0.127 0.080 -0.239
H 0.017 -0.044 0.005
H -0.022 0.116 0.073
H -0.043 0.039 -0.012
H -0.033 0.064 -0.114
H 0.001 0.035 0.032
H -0.029 -0.019 -0.015
H 0.043 -0.076 0.170
H 0.018 0.037 -0.019
H -0.099 -0.048 0.009
H 0.008 -0.005 0.021
H -0.085 -0.050 -0.043
H 0.174 0.005 0.039
H -0.015 0.042 0.067
H 0.118 -0.035 0.127
H -0.030 -0.035 -0.007

LUMO: 2.39 eV
Orbital gap: 7.74 eV
HOMO: -5.348 eV
Net charge: -1